An isolated molecule of C5H8N2O4 at a distorted geometry, computed with ωB97M-V with the def2-TZVPD basis set.

Values from the calculation:
SMILES	CN1C(=O)NC(=O)[C@H](O)[C@@H]1O
ΔE to the lowest compared entry with this formula, charge and spin	8.9	kcal per mole
highest occupied orbital energy	-10.34	eV
orbital gap	10.7040	eV
largest force on an atom	4.39	eV Å⁻¹

The geometry in XYZ format:
```
19
Properties=species:S:1:pos:R:3:forces:R:3:nbo_charge:R:1
C 1.810 0.016 0.385 1.0 -0.4 0.6 0.653
C 0.062 1.531 -0.420 3.8 -1.3 0.9 0.803
C 0.708 -0.885 0.869 -0.1 -2.0 1.9 -0.023
C -0.449 -0.903 -0.130 -0.1 0.2 0.3 0.245
C -2.226 0.979 -0.211 4.2 1.2 0.2 -0.397
N 1.429 1.160 -0.188 -1.5 -0.9 0.0 -0.634
N -0.760 0.507 -0.296 -4.3 0.2 0.5 -0.456
O 2.985 -0.264 0.584 -0.4 -0.2 -0.3 -0.606
O -0.153 2.680 -0.614 -1.1 2.1 -0.7 -0.606
O 1.268 -2.229 1.097 1.9 2.7 -1.0 -0.722
O -0.068 -1.418 -1.391 -0.3 -0.5 0.1 -0.718
H 0.282 -0.413 1.879 0.9 -1.1 -1.9 0.205
H -1.344 -1.430 0.335 1.1 0.7 -0.8 0.196
H -2.128 2.055 -0.420 -0.7 -0.5 0.4 0.255
H -2.694 0.477 -0.940 -2.1 -1.5 -2.9 0.192
H -2.632 0.676 0.698 -0.6 0.0 1.8 0.193
H 2.161 1.748 -0.450 1.0 1.4 -0.6 0.422
H 2.293 -2.063 0.871 -2.9 -0.5 0.8 0.504
H -0.544 -2.226 -1.657 0.3 0.6 0.6 0.494
```
Forces are in eV/Å.


An isolated molecule of C5H8N2O4S at a distorted geometry, computed with ωB97M-V with the def2-TZVPD basis set.

Values from the calculation:
SMILES	C=CC1=N[C@@H](CN)OS(=O)(=O)O1
ΔE to the lowest compared entry with this formula, charge and spin	35.6	kcal per mole
highest occupied orbital energy	-9.87	eV
orbital gap	10.0439	eV
largest force on an atom	3.72	eV Å⁻¹

The geometry in XYZ format:
```
20
Properties=species:S:1:pos:R:3:forces:R:3:nbo_charge:R:1
C 1.284 -1.139 0.202 1.1 0.7 -0.7 0.267
C -1.290 0.401 -2.692 1.9 -2.4 -1.1 -0.301
C -1.423 0.450 -1.381 -0.7 -0.1 0.3 -0.285
C 1.776 0.338 0.219 0.7 -0.3 1.9 -0.283
C -0.636 -0.278 -0.386 -0.9 -0.9 -0.7 0.615
N 0.273 -1.194 -0.648 -0.4 0.3 -0.7 -0.618
N 0.561 1.161 0.354 0.5 -1.8 0.0 -0.749
O -0.588 0.508 2.643 0.8 1.3 0.9 -0.984
O 0.678 -1.337 1.763 1.2 -1.0 -0.3 -0.825
O -1.482 -1.680 2.872 0.4 -0.7 -0.6 -0.900
O -1.460 -0.489 0.745 1.0 -0.5 -0.8 -0.705
S -0.661 -0.813 2.104 -2.9 0.5 2.3 2.605
H 2.101 -1.891 0.107 -0.9 0.4 0.5 0.227
H -1.799 1.066 -3.291 -1.6 1.4 -1.1 0.194
H -0.697 -0.330 -3.375 -0.5 1.2 2.0 0.218
H -2.244 1.011 -0.909 0.6 0.2 -0.4 0.232
H 2.425 0.508 1.116 -0.3 -0.2 -0.9 0.221
H 2.365 0.439 -0.723 -0.7 0.5 0.7 0.229
H 0.145 1.213 1.317 0.9 0.1 -0.4 0.443
H 0.672 2.054 -0.037 -0.2 1.2 -0.9 0.400
```
Forces are in eV/Å.


A 2-piece molecular cluster, C5H8N2S overall at a distorted geometry, computed with ωB97M-V with the def2-TZVPD basis set.

Values from the calculation:
ΔE to the lowest compared entry with this formula, charge and spin	121.4	kcal per mole
highest occupied orbital energy (spin up / spin down)	-8.59 / -8.59	eV
orbital gap (spin up / spin down)	7.7467 / 7.7457	eV
largest force on an atom	4.92	eV Å⁻¹

The geometry in XYZ format:
```
16
Properties=species:S:1:pos:R:3:forces:R:3:nbo_charge:R:1
C 0.767 3.548 0.239 0.1 -2.7 -2.3 -0.115
C -0.050 0.017 -0.601 3.5 -2.3 -1.9 0.068
C 0.339 1.281 -1.080 1.6 4.6 -1.0 0.054
C -1.031 -0.137 0.402 -0.9 1.2 2.6 -0.675
C 0.588 -2.234 -0.435 -0.2 -0.4 0.7 -0.463
N 0.329 2.460 0.689 0.3 -0.2 -2.8 -0.391
N 0.782 -0.932 -0.985 -1.3 2.1 0.2 -0.316
S 0.830 2.062 -2.433 -1.1 -1.8 2.7 0.153
H 0.741 4.447 0.710 0.0 2.4 2.3 0.176
H 1.178 3.720 -0.819 -0.5 -0.7 0.7 0.152
H -1.846 0.583 0.446 0.7 0.6 0.4 0.250
H -0.533 -0.409 1.355 -0.4 1.0 -0.1 0.252
H -1.545 -0.987 0.240 -1.8 -3.2 -1.0 0.227
H -0.130 -2.696 -1.138 0.1 -0.3 0.5 0.221
H 0.120 -2.187 0.627 1.1 -0.7 -1.6 0.185
H 1.553 -2.798 -0.550 -1.0 0.4 0.6 0.222
```
Forces are in eV/Å.


An isolated molecule of C5H8N2S at a distorted geometry, computed with ωB97M-V with the def2-TZVPD basis set.

Values from the calculation:
SMILES	N/N=C1\C=C[C@H](S)C1
ΔE to the lowest compared entry with this formula, charge and spin	107.6	kcal per mole
highest occupied orbital energy	-8.34	eV
orbital gap	8.4294	eV
largest force on an atom	5.42	eV Å⁻¹

The geometry in XYZ format:
```
16
Properties=species:S:1:pos:R:3:forces:R:3:nbo_charge:R:1
C -0.800 -0.377 0.154 0.7 -3.3 -3.8 0.139
C 0.659 -1.103 -0.109 -2.5 -0.9 4.7 -0.418
C 1.641 0.018 0.185 -2.3 0.8 0.9 -0.430
C 0.863 1.342 -0.126 -2.0 -3.0 -0.8 -0.127
C -0.473 0.996 -0.121 -2.2 2.9 0.6 -0.280
H -3.762 -0.826 0.087 -1.2 0.1 0.0 0.366
H -3.111 0.771 0.071 0.3 -3.3 -1.2 0.326
H 0.801 -1.656 -1.001 -0.3 -0.4 -1.0 0.228
H 0.694 -1.768 0.864 0.3 0.3 -2.4 0.219
H 1.377 0.007 1.233 1.7 0.3 1.1 0.217
H 4.011 0.654 -0.098 -0.9 -1.2 0.0 0.135
H 1.386 2.243 -0.285 0.0 1.1 -0.2 0.223
H -1.546 1.552 -0.182 3.5 0.1 -0.1 0.206
N -3.059 -0.281 -0.362 -0.3 2.8 1.6 -0.611
N -1.952 -1.032 -0.076 4.1 2.2 0.9 -0.206
S 3.270 -0.539 -0.232 1.1 1.7 -0.2 0.014
```
Forces are in eV/Å.


An isolated molecule of C5H8N2S at a distorted geometry, computed with ωB97M-V with the def2-TZVPD basis set.

Values from the calculation:
SMILES	C[C@H]1C=NNC(=S)C1
ΔE to the lowest compared entry with this formula, charge and spin	28.5	kcal per mole
highest occupied orbital energy	-8.51	eV
orbital gap	8.7092	eV
largest force on an atom	2.66	eV Å⁻¹

The geometry in XYZ format:
```
16
Properties=species:S:1:pos:R:3:forces:R:3:nbo_charge:R:1
C 1.737 -1.407 -0.900 -0.1 0.2 0.3 -0.599
C 1.552 -0.650 0.396 -0.2 1.2 1.1 -0.295
C 0.139 -0.767 0.939 -1.7 0.9 -0.8 -0.463
C -0.891 0.122 0.104 1.1 -1.4 1.2 0.107
C 1.811 0.847 0.251 0.0 0.9 -0.9 0.068
H 2.729 -1.182 -1.300 -0.2 -0.4 -0.2 0.219
H 1.591 -2.461 -0.647 0.3 0.0 -0.5 0.220
H 0.958 -1.093 -1.600 0.2 -0.1 -0.2 0.217
H 2.217 -1.016 1.187 0.1 -0.1 -0.3 0.223
H 0.073 -0.363 1.965 0.0 -0.2 -0.3 0.236
H -0.279 -1.776 0.916 0.3 0.1 0.1 0.243
H -1.001 2.023 -0.644 1.1 -1.2 0.4 0.412
H 2.813 1.306 0.363 -0.5 -0.6 0.0 0.204
N -0.344 1.281 -0.290 -2.1 1.3 -1.0 -0.440
N 0.935 1.716 -0.137 1.2 -0.9 1.0 -0.226
S -2.458 -0.331 -0.124 0.5 0.3 0.0 -0.126
```
Forces are in eV/Å.


C5H8N2S as an isolated structure at a distorted geometry, computed with ωB97M-V with the def2-TZVPD basis set.

Values from the calculation:
ΔE to the lowest compared entry with this formula, charge and spin	83.1	kcal per mole
highest occupied orbital energy	-8.05	eV
orbital gap	8.1136	eV
largest force on an atom	5.83	eV Å⁻¹

The geometry in XYZ format:
```
16
Properties=species:S:1:pos:R:3:forces:R:3:nbo_charge:R:1
C 1.049 -0.993 -1.458 3.0 -2.0 -2.2 0.144
C -0.823 -0.029 -0.944 1.1 -0.8 1.6 -0.015
C 0.115 -0.067 0.057 -2.0 4.1 3.6 0.253
C -2.161 0.460 -1.000 -2.3 2.5 0.3 -0.644
C 1.500 0.509 2.755 -0.4 -3.7 0.9 -0.794
N 1.285 -0.482 -0.313 0.8 -0.6 2.4 -0.505
N -0.186 -0.736 -1.916 -0.6 -0.7 -2.9 -0.504
S -0.070 1.141 2.198 0.0 -0.8 -2.8 0.037
H 1.865 -1.665 -1.806 -1.2 0.7 -1.0 0.212
H -2.667 0.128 -1.897 -0.5 -0.9 0.2 0.220
H -2.737 0.283 -0.021 0.7 0.2 -1.7 0.255
H -2.180 1.572 -1.255 0.1 -1.0 0.9 0.229
H 1.237 -0.624 3.010 1.1 2.2 -0.3 0.210
H 2.126 0.897 3.573 -1.1 0.6 0.0 0.240
H 2.165 0.491 1.929 0.6 -0.1 -1.0 0.233
H -0.516 -0.887 -2.911 0.5 0.1 2.0 0.429
```
Forces are in eV/Å.


An isolated molecule of C5H8N2S at a distorted geometry, computed with ωB97M-V with the def2-TZVPD basis set.

Values from the calculation:
SMILES	C/C(C=S)=C/N=C/N
ΔE to the lowest compared entry with this formula, charge and spin	28.5	kcal per mole
highest occupied orbital energy	-7.96	eV
orbital gap	7.7201	eV
largest force on an atom	2.09	eV Å⁻¹

The geometry in XYZ format:
```
16
Properties=species:S:1:pos:R:3:forces:R:3:nbo_charge:R:1
C 2.121 0.310 -1.479 0.7 0.2 0.4 -0.632
C 0.984 0.602 -0.598 -1.7 -0.6 0.8 -0.142
C 0.688 1.950 -0.161 0.2 0.4 0.4 -0.266
C 0.135 -0.396 -0.174 0.5 1.2 -0.5 0.072
C -1.627 -1.242 0.943 -0.5 1.9 0.7 0.314
H 3.064 0.632 -1.045 0.2 -0.2 0.4 0.229
H 2.125 0.836 -2.399 -0.5 0.7 -1.0 0.228
H 2.151 -0.728 -1.711 0.2 -1.0 -0.1 0.207
H -0.185 2.071 0.508 0.5 -0.2 -0.5 0.223
H 0.208 -1.415 -0.535 0.6 -0.2 -0.2 0.159
H -1.391 -2.207 0.559 0.2 -0.9 -0.4 0.153
H -2.943 -0.309 2.215 0.1 -0.4 -0.3 0.410
H -3.266 -2.005 1.991 0.4 0.3 -0.2 0.402
N -0.932 -0.180 0.664 -0.9 -1.0 0.6 -0.533
N -2.728 -1.185 1.747 0.4 0.1 -0.1 -0.784
S 1.595 3.265 -0.524 -0.3 -0.4 0.0 -0.039
```
Forces are in eV/Å.